{"formula": "C48H55KN7O3S4Se", "method": "wB97M-V/def2-TZVPD", "e_above_lowest_ev": 0.0425, "lumo_energy_ev": [2.06, 2.06], "homo_lumo_gap_ha": [0.2502, 0.1621], "total_charge": -1, "e_homo_ev": [-4.7517, -2.3545], "symbols": ["K", "N", "C", "O", "C", "C", "H", "H", "H", "H", "H", "H", "N", "S", "N", "S", "N", "S", "N", "C", "C", "C", "C", "C", "C", "C", "C", "C", "C", "C", "C", "C", "C", "C", "C", "C", "C", "C", "C", "C", "C", "C", "C", "C", "C", "C", "C", "C", "C", "C", "C", "C", "C", "C", "C", "H", "H", "H", "H", "H", "H", "H", "H", "H", "H", "H", "H", "H", "H", "H", "H", "H", "H", "H", "H", "H", "H", "H", "H", "H", "H", "H", "H", "H", "H", "C", "C", "N", "O", "H", "H", "H", "H", "H", "Se", "C", "N", "C", "C", "C", "S", "O", "C", "C", "C", "H", "H", "H", "H", "H", "H", "H", "H", "H", "H", "H", "H", "H", "H"], "coordinates": [[-0.1356, 0.2366, -1.8873], [-1.9663, 2.6313, 0.0207], [-2.6830, 3.1357, -1.0170], [-2.3567, 4.1828, -1.5678], [-3.9365, 2.3417, -1.4033], [-3.6485, 0.9962, -1.9843], [-1.0570, 3.0632, 0.1388], [-1.9324, 1.6035, 0.1430], [-4.4787, 2.9784, -2.1043], [-4.5414, 2.2301, -0.5009], [-3.1834, 0.8950, -2.9535], [-3.7604, 0.1032, -1.3873], [1.6327, 0.9827, -0.2141], [2.0366, 0.4949, 1.0874], [1.6079, -1.0039, 1.6207], [0.6227, -1.4714, 2.7384], [-0.9332, -1.4422, 2.5539], [-1.6053, -1.4077, 1.0742], [-1.4432, -0.2375, 0.2376], [-1.0977, -2.9836, 0.3641], [-1.6416, -4.1751, 0.8318], [-1.1792, -5.3841, 0.3434], [-0.1692, -5.4077, -0.6083], [0.3730, -4.2179, -1.0698], [-0.0868, -3.0014, -0.5857], [-3.2955, -1.7667, 1.5559], [-4.1579, -2.1002, 0.5185], [-5.5043, -2.2757, 0.7868], [-5.9840, -2.0995, 2.0828], [-5.1142, -1.7610, 3.1097], [-3.7573, -1.5987, 2.8508], [0.8826, -0.8848, 4.2870], [-0.1377, -0.2537, 5.0640], [0.1528, 0.1973, 6.3244], [1.4369, 0.0342, 6.8939], [2.4147, -0.6550, 6.1594], [2.1623, -1.1205, 4.8904], [1.0944, -3.2214, 2.7641], [0.2998, -4.0429, 3.5511], [0.6663, -5.3659, 3.7331], [1.8298, -5.8518, 3.1430], [2.6228, -5.0150, 2.3736], [2.2592, -3.6863, 2.1812], [3.8232, 0.2590, 1.2150], [4.4687, -0.1954, 2.3565], [5.8434, -0.3819, 2.3313], [6.5578, -0.1309, 1.1643], [5.8981, 0.3127, 0.0253], [4.5244, 0.5147, 0.0515], [1.6099, 1.5850, 2.4514], [2.5040, 2.2342, 3.2856], [2.0125, 3.1262, 4.2349], [0.6524, 3.3655, 4.3335], [-0.2369, 2.7163, 3.4816], [0.2414, 1.8271, 2.5361], [-2.4247, -4.1593, 1.5797], [-1.6161, -6.3077, 0.7021], [0.1862, -6.3540, -0.9976], [1.1514, -4.2233, -1.8220], [0.3702, -2.1067, -0.9874], [-3.7845, -2.2565, -0.4916], [-6.1693, -2.5573, -0.0207], [-7.0391, -2.2325, 2.2914], [-5.4865, -1.6281, 4.1186], [-3.0603, -1.3522, 3.6408], [-1.1182, -0.1085, 4.6294], [-0.6274, 0.6980, 6.8880], [1.6494, 0.4019, 7.8897], [3.3876, -0.8466, 6.5995], [2.9048, -1.7133, 4.3672], [-0.5967, -3.6400, 4.0093], [0.0455, -6.0196, 4.3329], [2.1166, -6.8869, 3.2859], [3.5271, -5.3925, 1.9122], [2.8545, -3.0186, 1.5704], [3.8994, -0.3927, 3.2565], [6.3560, -0.7297, 3.2201], [7.6304, -0.2860, 1.1447], [6.4512, 0.4992, -0.8872], [3.9665, 0.8525, -0.8172], [3.5672, 2.0596, 3.2059], [2.7028, 3.6314, 4.8994], [0.2790, 4.0556, 5.0812], [-1.3025, 2.8973, 3.5552], [-0.4316, 1.2987, 1.8649], [2.1898, 0.0574, -6.0270], [1.4919, -0.6216, -4.8723], [0.4659, -1.4405, -5.2034], [1.8634, -0.4575, -3.7131], [2.5547, -0.6765, -6.7481], [3.0238, 0.6397, -5.6430], [1.4792, 0.7213, -6.5239], [0.0399, -1.2970, -6.1038], [-0.1948, -1.6709, -4.4607], [-3.7795, -3.8434, -2.9632], [-2.5485, -2.5268, -3.0967], [-1.7637, -1.6654, -3.1852], [-3.0790, 5.9046, -5.6173], [-2.7420, 4.7509, -4.6786], [-1.6980, 3.8282, -5.2934], [-1.1510, 2.5012, -4.1804], [-0.4296, 1.5235, -5.0525], [0.1296, 3.4196, -3.2444], [1.5429, 3.1784, -3.7587], [1.8439, 3.8240, -5.1080], [-3.8335, 6.5598, -5.1785], [-3.4652, 5.5396, -6.5731], [-2.1927, 6.5091, -5.8263], [-3.6427, 4.1729, -4.4574], [-2.3967, 5.1277, -3.7160], [-0.8156, 4.3776, -5.6293], [-2.1006, 3.2748, -6.1449], [0.0400, 3.0967, -2.2049], [-0.1578, 4.4735, -3.2583], [1.7287, 2.1030, -3.8107], [2.2229, 3.5664, -2.9963], [1.2431, 3.3706, -5.8978], [2.8950, 3.6900, -5.3725], [1.6412, 4.8995, -5.0891]]}

***

{"formula": "C6H13N", "method": "wB97M-V/def2-TZVPD", "e_above_lowest_ev": 0.9925, "lumo_energy_ev": 1.13, "homo_lumo_gap_ha": 0.3604, "total_charge": 0, "e_homo_ev": -8.6719, "smiles": "C[C@H]1N(C)C1(C)C", "symbols": ["C", "C", "N", "C", "C", "C", "C", "H", "H", "H", "H", "H", "H", "H", "H", "H", "H", "H", "H", "H"], "coordinates": [[2.1073, 0.7464, 0.3484], [0.8307, -0.0357, 0.5566], [-0.3821, 0.7666, 0.6395], [-1.2673, 0.3824, 1.7421], [-0.2227, -0.1676, -0.4897], [-1.1997, -1.3245, -0.5634], [0.1326, 0.3125, -1.8934], [2.5203, 1.0566, 1.3146], [2.8708, 0.1718, -0.1867], [1.8966, 1.6583, -0.2161], [0.9093, -0.8685, 1.2615], [-2.3201, 0.3279, 1.4434], [-1.0014, -0.5863, 2.1958], [-1.1808, 1.1392, 2.5290], [-0.9833, -1.9213, -1.4527], [-1.1911, -1.9792, 0.3107], [-2.2205, -0.9306, -0.6822], [0.7511, 1.2107, -1.9216], [-0.7431, 0.4685, -2.5304], [0.7166, -0.4946, -2.3636]]}

***

{"formula": "C24H36AuIO4SSi", "method": "wB97M-V/def2-TZVPD", "spin_multiplicity": 3, "lumo_energy_ev": [0.43, -2.10], "homo_lumo_gap_ha": [0.2940, 0.2179], "total_charge": 0, "e_homo_ev": [-7.5736, -8.0298], "symbols": ["Au", "I", "C", "C", "C", "C", "C", "C", "C", "C", "C", "C", "H", "H", "H", "H", "H", "H", "C", "C", "C", "C", "O", "Si", "S", "O", "C", "C", "C", "C", "O", "C", "C", "C", "C", "H", "H", "H", "H", "H", "H", "H", "H", "H", "H", "H", "H", "H", "H", "H", "H", "H", "H", "H", "H", "H", "H", "H", "H", "H", "H", "H", "C", "C", "O", "H", "H", "H"], "coordinates": [[-0.3882, 0.2279, 0.6335], [1.5016, 0.6203, -1.8921], [1.7364, 2.5014, -0.9948], [2.3525, 3.4372, -1.7776], [2.6872, 4.7031, -1.2593], [2.4369, 4.9805, 0.0491], [1.7988, 4.0313, 0.8837], [1.5763, 4.3420, 2.2482], [0.9487, 3.4587, 3.0714], [0.4596, 2.2450, 2.5438], [0.6589, 1.9056, 1.2335], [1.3833, 2.7701, 0.3610], [2.6085, 3.1986, -2.8006], [3.1665, 5.4307, -1.9006], [2.7241, 5.9326, 0.4790], [1.9194, 5.3006, 2.6185], [0.7867, 3.6932, 4.1162], [-0.1248, 1.5994, 3.1851], [-3.2917, 4.6203, -0.6472], [-3.4574, 4.3519, 0.8434], [-4.3791, 5.3874, 1.4713], [-2.1031, 4.3423, 1.5397], [-4.1224, 3.0891, 1.0219], [-3.6126, 1.5398, 1.0967], [-2.3002, 1.0712, -0.4991], [-4.9632, 0.6193, 1.0402], [-6.1353, 0.7014, 0.2118], [-5.7642, 1.1086, -1.2098], [-7.0952, 1.7082, 0.8331], [-6.7397, -0.6953, 0.2195], [-2.8620, 1.1610, 2.5044], [-3.4231, 1.1329, 3.8335], [-4.4249, 2.2646, 4.0346], [-4.0943, -0.2184, 4.0506], [-2.2475, 1.3008, 4.7839], [-2.8321, 5.5978, -0.8046], [-4.2646, 4.6123, -1.1424], [-2.6585, 3.8601, -1.1041], [-3.9641, 6.3898, 1.3546], [-4.5087, 5.1849, 2.5356], [-5.3586, 5.3575, 0.9918], [-1.6189, 5.3150, 1.4350], [-1.4481, 3.5872, 1.1002], [-2.2125, 4.1247, 2.6042], [-5.3411, 2.1141, -1.2257], [-6.6500, 1.0999, -1.8471], [-5.0314, 0.4145, -1.6246], [-6.6187, 2.6862, 0.9032], [-7.3867, 1.3838, 1.8341], [-7.9973, 1.7972, 0.2249], [-6.0386, -1.4101, -0.2136], [-7.6647, -0.7171, -0.3589], [-6.9613, -1.0013, 1.2431], [-5.2833, 2.1513, 3.3717], [-3.9600, 3.2305, 3.8337], [-4.7818, 2.2593, 5.0659], [-4.8723, -0.3764, 3.3042], [-4.5421, -0.2625, 5.0451], [-3.3602, -1.0228, 3.9733], [-1.7593, 2.2630, 4.6181], [-1.5179, 0.5051, 4.6206], [-2.5847, 1.2517, 5.8203], [-2.0430, -2.1538, 1.7791], [-0.9426, -1.9137, 0.7763], [-0.4263, -2.6969, 0.0644], [-2.4099, -3.1766, 1.6938], [-2.8338, -1.4241, 1.6046], [-1.6337, -1.9703, 2.7731]]}

***

{"formula": "C5H9IN2O4S", "method": "wB97M-V/def2-TZVPD", "e_above_lowest_ev": 1.6682, "lumo_energy_ev": [-1.34, -1.34], "homo_lumo_gap_ha": [0.2931, 0.2931], "total_charge": 0, "e_homo_ev": [-9.3190, -9.3188], "symbols": ["C", "C", "C", "C", "C", "N", "N", "O", "O", "O", "O", "S", "I", "H", "H", "H", "H", "H", "H", "H", "H", "H"], "coordinates": [[0.7506, 0.8662, 0.3723], [1.5733, 0.2186, -0.5328], [-0.3861, 0.0764, 1.0782], [-1.0390, 0.6595, 2.3065], [-0.2057, -1.4165, 1.1219], [-0.5958, 0.8753, -0.0949], [1.3327, -0.5353, -1.5878], [-0.5879, 3.1676, 1.0887], [1.3747, 1.7981, 1.0797], [-0.3008, 2.9593, -1.2282], [-2.5272, 2.4561, -0.2806], [-1.1273, 2.5992, -0.1395], [3.6148, 0.5113, -0.0939], [-0.7402, 0.2569, 3.2501], [-2.1010, 0.7743, 2.1476], [-0.6773, 1.7390, 2.2425], [-1.2029, -1.9681, 1.3467], [0.3135, -1.6036, 2.0487], [0.1722, -1.7985, 0.1580], [0.3157, -0.4732, -1.9601], [0.8418, 2.6153, 1.0391], [2.0014, -1.1074, -2.0647]]}

***

{"formula": "C9H19ClINO3PTm", "method": "wB97M-V/def2-TZVPD", "spin_multiplicity": 3, "e_above_lowest_ev": 0.0000, "lumo_energy_ev": [-7.81, -7.81], "homo_lumo_gap_ha": [0.2611, 0.2615], "total_charge": 2, "e_homo_ev": [-14.9106, -14.9224], "symbols": ["C", "C", "H", "H", "H", "O", "I", "Tm", "P", "C", "C", "H", "H", "H", "C", "H", "H", "H", "H", "H", "H", "C", "O", "Cl", "C", "N", "C", "C", "O", "H", "H", "H", "H", "H", "H", "H"], "coordinates": [[-3.5773, 2.1053, -4.5043], [-3.7689, 0.7145, -4.1964], [-4.2680, 2.4130, -5.3126], [-2.5201, 2.2169, -4.8335], [-3.7571, 2.6781, -3.5716], [-3.9479, -0.3672, -3.8008], [-3.2249, 2.0914, -0.2768], [-0.6934, 0.9171, 0.0400], [1.0143, -0.9998, -1.2859], [1.1294, -2.8055, -1.0539], [0.6344, -0.8585, -3.0778], [2.9379, 0.4713, -1.2723], [3.2520, -1.0051, -2.2755], [3.3244, -1.0988, -0.4768], [2.8201, -0.6212, -1.3332], [0.4103, 0.1971, -3.2970], [1.5278, -1.1640, -3.6431], [1.9434, -3.1578, -1.7014], [0.1887, -3.3003, -1.3160], [-0.2247, -1.4924, -3.3390], [1.3798, -3.0145, -0.0054], [-1.5005, -1.4866, 0.1636], [-1.8913, -2.5184, 0.5009], [1.1572, 2.5261, -0.3448], [1.8320, 0.5940, 3.4900], [0.5082, 0.6973, 4.0963], [0.3830, 0.5561, 5.5445], [-0.5667, 0.8130, 3.3432], [-0.4867, 0.7466, 2.0744], [2.5371, 0.6401, 4.3205], [2.0028, 1.4067, 2.7765], [1.9359, -0.3465, 2.9400], [-0.2359, 1.3533, 5.9782], [-0.1098, -0.3912, 5.8060], [1.3842, 0.5832, 5.9813], [-1.5296, 0.9069, 3.8627]]}

***

{"formula": "C4H5FO", "method": "wB97M-V/def2-TZVPD", "e_above_lowest_ev": 2.0737, "lumo_energy_ev": 0.35, "homo_lumo_gap_ha": 0.3720, "total_charge": 0, "e_homo_ev": -9.7710, "symbols": ["C", "C", "C", "C", "H", "H", "H", "H", "H", "O", "F"], "coordinates": [[0.9474, 0.0585, 0.4553], [-0.1155, -0.9818, 0.2468], [-1.0894, 0.0501, -0.2316], [-0.0032, 1.1058, 0.0731], [1.4539, 0.2887, 1.3815], [0.0640, -1.7333, -0.7057], [-0.5229, -1.4802, 1.1470], [0.3059, 2.1849, -0.7553], [-0.3750, 1.6828, 1.0520], [-2.2685, -0.0889, -0.1884], [2.0874, -0.1808, -0.4305]]}

***

no.,E_tot (Eh),F_max (eV/Å)
1,-7065.00185,0.8
2,-291.12228,0.3
3,-2358.26175,0.3
4,-1302.15213,4.6
5,-2818.80320,6.2
6,-330.41154,7.4